The following is a DFT calculation (ωB97M-V with the def2-TZVPD basis set) of a 16-piece molecular cluster, C60H91F8IN16O3 overall.

```
179
Properties=species:S:1:pos:R:3:mulliken_charge:R:1
C 2.38 -2.85 0.57 -0.554
C 2.54 -1.73 -0.57 0.094
C 2.69 -0.23 0.03 0.275
N 1.61 0.03 1.03 0.346
C 1.59 1.43 1.55 -0.550
C 0.27 1.56 2.50 0.387
C -1.03 1.95 1.76 -0.139
C -2.31 2.05 2.59 -0.297
C -2.29 1.76 4.10 -0.358
C -0.96 1.39 4.82 0.664
C -0.96 1.08 6.41 -0.845
C 0.36 1.27 4.00 -0.646
C 2.62 0.76 -1.27 0.931
C 3.80 0.48 -2.33 -0.531
C 5.26 0.89 -1.74 -0.245
O 6.16 -0.23 -1.98 -0.330
C 7.02 -0.38 -0.83 -0.645
C 8.01 -1.61 -1.08 0.803
F 8.22 -1.72 -2.49 -0.298
F 9.27 -1.23 -0.50 -0.317
C 7.46 -2.99 -0.44 0.540
F 6.22 -3.27 -1.09 -0.273
F 7.16 -2.79 0.94 -0.290
C 8.50 -4.21 -0.55 0.630
F 9.65 -3.95 0.26 -0.259
F 8.97 -4.41 -1.89 -0.252
C 7.91 -5.62 -0.06 0.050
F 6.81 -6.08 -0.82 -0.232
F 7.59 -5.63 1.33 -0.242
O 1.36 0.64 -2.00 -0.182
C 0.67 1.88 -2.13 -0.264
I 1.69 3.38 -3.37 -0.139
C -0.77 1.61 -2.86 -0.346
C -0.93 0.10 -3.36 -1.115
C -1.45 -0.78 -2.12 0.419
C -3.05 -0.57 -2.03 0.442
C -3.59 -0.35 -0.53 0.083
C -3.37 -1.71 0.30 -0.060
C -4.63 -2.68 -0.05 -0.544
C -4.07 -4.19 -0.01 -0.445
C -3.47 -4.50 -1.46 0.203
O -3.07 -5.90 -1.59 -0.335
C -2.09 -5.93 -2.67 -0.041
H 2.29 -3.91 0.15 0.307
H 3.19 -2.77 1.39 0.256
H 1.40 -2.62 1.11 -0.242
H 3.47 -2.04 -1.18 -0.032
H 1.58 -1.78 -1.20 -0.208
H 3.75 -0.15 0.50 0.232
H 1.73 -0.55 1.89 0.346
H 2.52 1.70 2.17 0.181
H 1.46 2.22 0.76 0.106
H -0.98 2.13 0.64 0.023
H -3.27 2.31 2.02 0.290
H -3.29 1.83 4.67 0.065
H -1.68 1.78 6.95 0.373
H 0.11 1.12 6.80 0.241
H -1.32 0.00 6.57 0.000
H 1.33 0.97 4.51 0.194
H 2.78 1.85 -0.93 -0.490
H 3.68 1.12 -3.28 0.056
H 3.79 -0.61 -2.72 0.279
H 5.67 1.76 -2.37 -0.127
H 5.14 1.18 -0.65 0.393
H 6.39 -0.46 0.12 0.255
H 7.64 0.59 -0.75 0.384
H 8.76 -6.39 -0.18 0.265
H 0.41 2.39 -1.15 -0.058
H -0.89 2.33 -3.73 0.765
H -1.59 1.85 -2.11 0.021
H -1.79 0.11 -4.13 0.384
H -0.03 -0.33 -3.90 0.342
H -0.98 -0.35 -1.17 -0.380
H -1.13 -1.87 -2.19 0.108
H -3.52 -1.52 -2.47 -0.069
H -3.34 0.37 -2.62 -0.192
H -4.73 -0.19 -0.63 0.082
H -3.11 0.54 0.01 -0.357
H -3.34 -1.44 1.41 0.072
H -2.40 -2.25 0.02 0.097
H -4.96 -2.39 -1.11 0.284
H -5.49 -2.49 0.66 0.394
H -3.28 -4.22 0.82 -0.137
H -4.96 -4.88 0.21 0.340
H -2.53 -3.86 -1.64 -0.206
H -4.22 -4.23 -2.29 0.135
H -1.02 -5.71 -2.29 0.068
H -2.09 -6.96 -3.19 0.273
H -2.39 -5.17 -3.49 -0.083
C -0.79 6.57 -3.17 -0.389
C -1.82 5.65 -2.66 0.381
N -2.63 4.93 -2.26 -0.473
H 0.16 6.07 -3.27 0.009
H -1.06 6.97 -4.15 0.308
H -0.66 7.41 -2.51 0.221
C 2.62 8.00 -0.47 -0.680
C 1.65 7.55 -1.47 0.472
N 0.87 7.18 -2.25 -0.445
H 3.19 8.86 -0.84 0.301
H 2.13 8.31 0.45 0.280
H 3.33 7.21 -0.22 0.009
C 5.18 4.87 -0.59 -1.136
C 4.14 3.97 -0.08 0.461
N 3.33 3.26 0.32 -0.373
H 6.14 4.36 -0.70 0.276
H 4.92 5.27 -1.57 0.279
H 5.34 5.72 0.08 0.336
C -3.25 -8.74 -0.50 -0.428
C -4.25 -9.66 0.04 0.236
N -5.04 -10.38 0.46 -0.393
H -2.28 -9.23 -0.62 0.253
H -3.54 -8.34 -1.47 0.132
H -3.09 -7.88 0.17 0.205
C -1.86 -3.54 3.48 -0.386
C -0.77 -2.68 3.02 0.525
N 0.08 -1.99 2.67 -0.469
H -1.51 -4.56 3.67 0.368
H -2.30 -3.16 4.40 0.037
H -2.66 -3.60 2.74 -0.133
C -3.25 -1.42 8.71 -0.617
C -3.39 -2.50 7.73 0.387
N -3.50 -3.34 6.96 -0.394
H -4.16 -1.28 9.28 0.291
H -2.45 -1.63 9.42 0.279
H -3.01 -0.47 8.23 0.069
C 2.62 3.73 6.49 -0.561
C 2.05 4.29 5.27 0.517
N 1.60 4.73 4.30 -0.481
H 2.98 4.52 7.16 0.164
H 1.89 3.14 7.05 0.136
H 3.47 3.08 6.28 0.259
C 1.86 -7.94 -2.17 -0.800
C 0.52 -8.39 -2.55 0.512
N -0.53 -8.74 -2.85 -0.460
H 2.51 -8.78 -1.90 0.328
H 2.35 -7.39 -2.98 0.277
H 1.82 -7.27 -1.30 0.190
C -6.08 1.72 -3.64 -0.648
C -6.26 1.25 -2.27 0.468
N -6.40 0.87 -1.19 -0.646
H -5.09 2.15 -3.79 0.022
H -6.20 0.91 -4.36 0.315
H -6.81 2.49 -3.89 0.404
C 2.59 7.93 6.01 -0.717
C 3.41 7.19 6.97 0.431
N 4.05 6.61 7.73 -0.452
H 1.64 8.25 6.45 0.254
H 3.10 8.83 5.66 0.286
H 2.36 7.32 5.13 0.208
C 8.30 1.97 -4.50 -0.923
C 7.95 2.75 -3.31 0.552
N 7.68 3.36 -2.37 -0.439
H 7.68 2.25 -5.36 0.296
H 9.34 2.11 -4.79 0.353
H 8.15 0.90 -4.33 0.205
C -5.53 3.83 -7.22 -0.866
C -4.67 3.10 -6.28 0.519
N -4.00 2.53 -5.55 -0.468
H -6.48 4.11 -6.76 0.268
H -5.05 4.75 -7.57 0.290
H -5.76 3.23 -8.10 0.279
C -1.82 -4.89 -6.82 -0.940
C -2.15 -4.12 -5.62 0.604
N -2.41 -3.51 -4.67 -0.530
H -2.46 -4.61 -7.66 0.305
H -0.79 -4.73 -7.13 0.276
H -1.95 -5.96 -6.65 0.311
C -8.83 2.76 0.51 -0.460
C -8.59 4.03 1.19 0.320
N -8.41 5.03 1.73 -0.395
H -9.09 1.97 1.21 0.250
H -9.64 2.83 -0.21 0.277
H -7.94 2.42 -0.04 0.005
C -6.99 1.69 5.38 -0.855
C -5.64 1.56 5.92 0.459
N -4.58 1.46 6.35 -0.446
H -7.70 2.02 6.14 0.304
H -7.03 2.42 4.56 0.254
H -7.36 0.74 4.98 0.271
```

As for the total energy: -123502.952 eV. The relative energy (zero: lowest compared OMol25 entry of this formula, charge and spin) comes out at 11.618 eV. The total charge is 0. Its frontier orbital gap is 7.753 eV.


The following is a DFT calculation (ωB97M-V with the def2-TZVPD basis set) of C60H97N14O as an isolated structure.

```
172
Properties=species:S:1:pos:R:3:mulliken_charge:R:1
C -8.62 -18.74 16.31 -1.122
C -10.04 -18.19 16.65 -0.309
N -10.42 -16.78 15.99 2.166
C -9.57 -15.68 16.67 0.023
C -10.05 -16.75 14.49 0.598
C -10.64 -17.85 13.53 -1.199
C -11.91 -16.42 16.10 -0.505
C -12.51 -15.85 17.47 -2.072
O -12.57 -16.92 18.46 -0.220
C -12.75 -16.49 19.80 0.010
H -8.39 -18.97 15.27 -0.333
H -8.47 -19.74 16.71 1.038
H -7.96 -17.96 16.71 -0.229
H -10.13 -18.07 17.73 -0.041
H -10.73 -18.93 16.24 0.568
H -9.90 -14.65 16.54 -1.509
H -8.52 -15.85 16.43 0.102
H -9.62 -15.84 17.75 -0.205
H -8.97 -16.74 14.39 0.144
H -10.28 -15.72 14.25 -0.534
H -10.26 -18.86 13.71 1.216
H -10.26 -17.62 12.54 -0.043
H -11.73 -17.89 13.60 -0.213
H -12.42 -17.38 15.97 -1.211
H -12.17 -15.73 15.30 0.468
H -13.52 -15.44 17.41 0.632
H -11.95 -14.99 17.85 -0.681
H -13.17 -17.30 20.39 -0.389
H -13.59 -15.80 19.89 0.974
H -11.83 -15.98 20.09 0.954
C -14.57 -21.81 15.49 -1.369
C -15.05 -20.80 14.36 0.430
C -13.94 -20.57 13.34 -0.701
C -12.77 -19.97 13.98 -0.172
N -11.77 -19.45 14.44 -0.617
H -15.32 -21.76 16.29 0.439
H -13.54 -21.69 15.82 0.234
H -14.66 -22.83 15.14 0.412
H -15.46 -19.89 14.81 -0.366
H -15.98 -21.20 13.98 0.638
H -14.11 -19.82 12.56 -0.172
H -13.66 -21.59 13.06 0.449
C -13.76 -18.40 15.78 0.249
C -15.18 -18.10 16.10 -2.067
C -15.25 -16.72 16.62 0.590
C -14.76 -15.67 15.68 0.226
N -14.37 -14.92 14.94 -0.786
H -13.58 -19.46 15.56 -0.223
H -13.21 -18.29 16.71 -0.089
H -13.29 -17.77 15.02 1.792
H -15.57 -18.80 16.83 0.736
H -15.87 -18.09 15.25 0.874
H -14.72 -16.72 17.57 -1.454
H -16.30 -16.50 16.82 1.113
C -11.69 -14.22 14.06 0.777
C -12.11 -13.74 12.59 -1.200
C -12.73 -12.41 12.40 -0.880
C -11.97 -11.21 12.76 0.172
N -11.34 -10.30 13.05 -0.595
H -10.97 -13.75 14.73 -0.027
H -11.35 -15.26 14.09 0.653
H -12.62 -14.32 14.62 -0.836
H -12.75 -14.49 12.15 0.159
H -11.17 -13.74 12.03 0.523
H -13.65 -12.41 13.00 0.292
H -13.15 -12.38 11.40 0.629
C -11.69 -13.75 16.84 0.351
C -12.89 -12.87 16.30 -0.441
C -13.01 -11.56 17.13 -0.641
C -13.24 -11.94 18.52 0.406
N -13.45 -12.35 19.58 -0.587
H -11.36 -14.57 16.20 0.061
H -12.01 -14.17 17.80 0.697
H -10.81 -13.14 16.98 0.300
H -13.84 -13.40 16.33 0.609
H -12.65 -12.54 15.29 -0.476
H -13.89 -10.99 16.83 0.554
H -12.20 -10.83 17.04 0.401
C -8.14 -14.50 11.84 -0.637
C -7.39 -13.65 12.94 -1.133
C -8.30 -12.79 13.90 0.053
C -9.02 -13.70 14.74 1.082
N -9.60 -14.46 15.40 0.081
H -8.97 -15.14 12.17 0.034
H -7.44 -15.19 11.37 0.479
H -8.61 -13.92 11.04 0.391
H -6.60 -13.03 12.51 0.628
H -6.71 -14.26 13.53 0.421
H -8.87 -12.04 13.35 0.328
H -7.61 -12.28 14.56 -0.141
C -10.08 -18.70 10.04 -0.541
C -8.60 -18.42 9.73 -0.818
C -7.71 -18.48 10.98 -0.673
C -8.15 -17.47 12.03 0.343
N -8.50 -16.61 12.81 -0.859
H -10.09 -19.62 10.61 0.174
H -10.74 -18.57 9.17 0.483
H -10.35 -17.86 10.69 -0.038
H -8.64 -17.39 9.36 0.360
H -8.24 -19.09 8.95 0.410
H -6.65 -18.27 10.86 0.442
H -8.04 -19.38 11.50 0.463
N -7.77 -19.93 14.12 -0.063
C -9.08 -19.75 13.76 -0.245
C -9.84 -20.81 14.34 -0.381
C -8.93 -21.47 15.16 -0.874
C -7.65 -21.07 14.82 -1.248
H -7.06 -19.52 13.53 0.401
H -9.42 -19.03 13.03 0.978
H -10.90 -21.03 14.38 0.533
H -9.28 -22.24 15.84 0.535
H -6.66 -21.50 14.94 0.501
N -6.16 -18.00 18.20 -0.012
C -5.75 -17.04 17.33 -1.464
C -6.62 -16.03 17.41 -0.316
C -7.61 -16.27 18.37 1.309
C -7.25 -17.48 18.94 -1.592
H -5.78 -18.93 18.27 0.265
H -4.91 -17.40 16.74 0.375
H -6.43 -15.23 16.70 -0.441
H -8.40 -15.61 18.72 0.927
H -7.78 -18.10 19.65 0.725
N -13.29 -18.06 21.15 0.310
C -12.98 -16.75 21.41 0.274
C -12.49 -16.68 22.68 -1.068
C -12.56 -17.93 23.25 -1.158
C -12.98 -18.81 22.28 -0.750
H -13.83 -18.35 20.35 0.568
H -13.19 -16.05 20.60 -0.628
H -12.34 -15.81 23.32 0.795
H -12.35 -18.02 24.30 0.430
H -13.24 -19.84 22.45 0.467
N -16.28 -18.80 19.92 -0.045
C -15.28 -19.72 20.06 -1.102
C -14.21 -19.31 19.37 -0.425
C -14.45 -18.00 18.98 0.586
C -15.75 -17.61 19.46 -0.508
H -17.25 -18.99 20.15 0.268
H -15.39 -20.78 20.26 0.462
H -13.30 -19.84 19.17 0.375
H -13.90 -17.39 18.28 -0.169
H -16.43 -16.81 19.20 0.543
N -14.79 -16.28 12.95 0.542
C -15.47 -16.91 12.02 -0.937
C -14.88 -18.17 11.86 -1.488
C -13.73 -18.15 12.71 0.497
C -13.61 -16.93 13.28 -1.101
H -15.07 -15.39 13.34 0.244
H -16.43 -16.59 11.63 0.433
H -15.36 -18.88 11.20 0.491
H -12.97 -18.92 12.70 0.887
H -12.90 -16.48 13.97 0.587
N -10.64 -17.96 21.22 0.290
C -10.37 -18.26 19.85 -1.163
C -9.45 -17.33 19.39 1.227
C -9.48 -16.29 20.36 -0.523
C -10.33 -16.62 21.40 -1.394
H -11.25 -18.48 21.83 0.731
H -10.77 -19.17 19.43 0.651
H -9.10 -17.35 18.37 -0.034
H -9.07 -15.29 20.25 0.451
H -10.53 -16.00 22.26 0.441
N -8.43 -12.15 16.51 -0.277
C -7.04 -12.10 16.51 -1.203
C -6.64 -13.26 17.12 -0.794
C -7.75 -13.93 17.60 0.347
C -8.93 -13.24 17.22 -0.730
H -9.03 -11.58 15.93 0.357
H -6.47 -11.41 15.90 0.529
H -5.62 -13.59 17.17 0.607
H -7.60 -14.82 18.20 0.687
H -9.98 -13.46 17.25 1.028
```

As for the total energy: -86630.525 eV. The relative energy (zero: lowest compared OMol25 entry of this formula, charge and spin) comes out at 0.000 eV. The total charge is +1. Its frontier orbital gap is 6.723 eV.


Result set for LUMO: 0.0077, -0.0545 hartree, one per record in the order listed.